Computed, not measured: a structure of composition C10H23B2F2N2O12Tl, with ωB97M-V/def2-TZVPD.

Geometry as ORCA input:
```
! RIJCOSX wB97M-V def2-TZVPD def2/J DEFGRID3
* xyz 0 1
Tl -1.997 -5.336 -1.038
B 0.744 -5.822 0.322
H 1.830 -5.595 0.524
H 0.016 -4.917 0.402
H 0.493 -6.234 -0.713
H 0.345 -6.567 1.079
B -2.025 -4.662 1.943
H -2.107 -3.985 2.846
H -1.342 -4.071 1.185
H -1.482 -5.645 2.058
H -3.014 -4.763 1.391
C -0.072 -0.372 -0.758
C -0.383 -1.780 -0.347
O 0.204 -2.304 0.655
O -1.062 -2.557 -1.050
H -0.655 -0.160 -1.653
H 0.979 -0.130 -0.909
H -0.347 0.314 0.047
C 1.247 4.060 -3.525
C 0.392 3.438 -2.413
O 1.330 3.234 -1.345
C 2.578 3.504 -1.770
O 3.548 3.272 -1.117
O 2.524 4.118 -2.976
F -0.163 2.244 -2.639
H 0.847 4.967 -3.977
H 1.374 3.374 -4.368
H -0.334 4.122 -1.971
C -0.122 4.829 2.550
C -1.117 3.723 2.332
O -1.509 3.509 3.679
C -0.540 3.853 4.522
O -0.461 3.592 5.679
O 0.451 4.429 3.804
F -0.550 2.609 1.820
H -0.573 5.797 2.777
H 0.613 5.008 1.768
H -1.971 3.977 1.705
C 3.027 0.272 2.009
N 2.088 0.077 3.157
O 2.009 0.872 4.077
O 1.487 -0.975 3.145
H 3.661 -0.608 1.993
H 3.579 1.184 2.231
H 2.421 0.522 1.142
C -1.728 -1.811 -4.292
N -2.985 -2.385 -3.791
O -2.845 -3.395 -3.093
O -4.011 -1.769 -3.872
H -0.892 -2.211 -3.727
H -1.719 -0.731 -4.158
H -1.781 -2.114 -5.337
*
```

Calculated total energy, eV: -49757.971
LUMO, Eh: -0.1896
Kohn-Sham gap, Ha: 0.1618
Highest occupied orbital energy, eV: -9.6
Relative energy (zero: lowest compared OMol25 entry of this formula, charge and spin), kcal/mol: 0.0

---

Computed, not measured: an isolated molecule of C7H8S, with ωB97M-V/def2-TZVPD.

Geometry as ORCA input:
```
! RIJCOSX wB97M-V def2-TZVPD def2/J DEFGRID3
* xyz 0 1
C 0.576 -2.025 0.675
C 0.075 0.643 0.072
C 0.808 1.754 0.697
C 2.138 1.752 0.947
C -1.243 0.795 -0.038
C -2.194 -0.092 -0.600
C -3.114 -0.726 -1.083
H -0.456 -2.373 0.735
H 0.860 -1.717 1.719
H 1.173 -2.859 0.444
H 0.234 2.671 0.891
H 2.664 0.838 0.829
H 2.558 2.719 1.251
H -1.666 1.737 0.387
H -3.872 -1.334 -1.493
S 1.015 -0.768 -0.549
*
```

Calculated total energy, eV: -18220.639
LUMO, Eh: 0.0068
Kohn-Sham gap, Ha: 0.3183
Structure (SMILES): C#C/C=C(/C=C)SC
Highest occupied orbital energy, eV: -8.5
Relative energy (zero: lowest compared OMol25 entry of this formula, charge and spin), kcal/mol: 61.7

---

Computed, not measured: an isolated molecule of C5H8BrN, with ωB97M-V/def2-TZVPD.

Geometry as ORCA input:
```
! RIJCOSX wB97M-V def2-TZVPD def2/J DEFGRID3
* xyz 0 1
C 0.038 1.800 -0.442
C -0.817 -1.145 -0.645
C 0.283 0.694 0.369
C 1.536 0.097 0.791
C -1.065 -0.267 0.470
N -0.285 -2.262 -0.569
Br -2.802 0.740 0.478
H -0.969 2.182 -0.854
H 0.810 2.545 -0.632
H -1.066 -0.711 -1.574
H 2.099 0.778 1.331
H 1.303 -0.728 1.354
H 2.202 -0.228 -0.056
H -1.104 -0.838 1.485
H -0.162 -2.658 -1.507
*
```

Calculated total energy, eV: -76845.065
LUMO, Eh: 0.0204
Kohn-Sham gap, Ha: 0.3706
Structure (SMILES): [H]/N=C/[C@H](Br)C(=C)C
Highest occupied orbital energy, eV: -9.5
Relative energy (zero: lowest compared OMol25 entry of this formula, charge and spin), kcal/mol: 28.5

---

Computed, not measured: a structure of composition C8H13N3OS, with ωB97M-V/def2-TZVPD.

Geometry as ORCA input:
```
! RIJCOSX wB97M-V def2-TZVPD def2/J DEFGRID3
* xyz 0 1
C -0.162 -2.544 0.305
C 1.893 -1.278 0.788
C -0.822 -1.331 0.080
C 1.231 -0.097 0.588
C 1.245 -2.547 0.672
C -0.107 -0.174 0.251
C -2.246 -1.568 -0.204
C 1.894 1.296 0.665
N -1.247 2.907 0.655
N -2.516 1.691 -1.067
N -0.162 2.153 -1.792
O 1.691 -3.741 0.970
S -1.144 1.860 -0.461
H -0.573 -3.501 0.195
H 2.951 -1.207 1.157
H -2.417 -2.164 -1.123
H -2.709 -2.034 0.565
H -2.758 -0.440 -0.341
H 2.948 1.148 0.712
H 1.706 1.951 -0.292
H 1.608 1.752 1.517
H -0.353 3.350 1.005
H -3.230 2.102 -0.452
H 0.622 1.412 -1.614
H -0.697 1.894 -2.645
H 2.450 -3.901 1.566
*
```

Calculated total energy, eV: -25854.141
LUMO, Eh: 0.0080
Kohn-Sham gap, Ha: 0.3227
Highest occupied orbital energy, eV: -8.6
Relative energy (zero: lowest compared OMol25 entry of this formula, charge and spin), kcal/mol: 127.2